No. 1
2 unconnected molecules or ions with the total composition C2F2N7O4 in a non-equilibrium geometry, computed with wB97M-V/def2-TZVPD.

The geometry in XYZ format:
```
15
Properties=species:S:1:pos:R:3
C 1.21 0.13 -0.26
C -0.14 0.56 -0.12
N 3.29 0.40 -0.52
N 2.19 0.72 -1.11
N 1.83 -0.52 0.73
N 3.12 -0.41 0.51
N -1.26 -1.97 0.17
N -1.00 0.95 -1.19
N -0.65 0.84 1.17
O -0.98 0.16 -2.15
O -1.80 1.23 1.25
O -1.84 1.86 -1.11
O 0.12 0.80 2.12
F -1.63 -3.01 0.96
F -2.44 -1.72 -0.45
```

Its gap between HOMO and LUMO (spin up / spin down) is 8.115 / 7.389 eV. The spin multiplicity is 3. The calculation puts the LUMO energy (spin up / spin down) at 2.8 / 0.7 eV. For the highest occupied orbital energy (spin up / spin down), the calculation gives -5.3 / -6.7 eV. Its net charge is -1.

No. 2
A molecular structure, C2H3LuO2 in a non-equilibrium geometry, computed with wB97M-V/def2-TZVPD.

The geometry in XYZ format:
```
8
Properties=species:S:1:pos:R:3
H 0.09 -1.38 -1.01
C -1.18 0.61 0.40
O -1.53 1.71 0.11
O 0.13 0.31 0.36
C 0.37 -1.08 0.00
H 1.46 -1.16 0.03
H -0.76 -1.33 0.42
Lu 1.42 2.31 -0.32
```

Its gap between HOMO and LUMO (spin up / spin down) is 5.772 / 5.915 eV. The spin multiplicity is 2. The calculation puts the LUMO energy (spin up / spin down) at -18.4 / -18.9 eV. For the highest occupied orbital energy (spin up / spin down), the calculation gives -24.2 / -24.8 eV. Its net charge is +3.

No. 3
2 unconnected molecules or ions with the total composition C7H11N2 in a non-equilibrium geometry, computed with wB97M-V/def2-TZVPD.

The geometry in XYZ format:
```
20
Properties=species:S:1:pos:R:3
C 1.42 -1.06 1.87
C 0.73 -0.01 1.24
C 0.97 -2.36 2.07
C -0.45 -0.24 0.43
C -0.26 -2.73 1.58
C -1.09 -1.62 0.73
C -0.75 0.95 -0.16
N -0.06 2.49 -3.32
N -0.73 2.08 -0.76
H 2.35 -0.71 2.37
H 1.35 0.76 1.06
H 1.56 -3.07 2.71
H -1.93 -1.53 1.32
H -0.57 -3.73 1.80
H -1.53 -2.02 -0.16
H -0.22 1.65 -3.93
H 1.01 2.52 -3.23
H -0.90 2.99 -0.26
H -0.52 2.22 -1.75
H -0.36 3.41 -3.62
```

Its gap between HOMO and LUMO is 7.674 eV. The spin multiplicity is 1. The calculation puts the LUMO energy at -4.1 eV. For the highest occupied orbital energy, the calculation gives -11.7 eV. Its net charge is +1.

No. 4
A molecular structure, C9H4N2O3Sn in a non-equilibrium geometry, computed with wB97M-V/def2-TZVPD.

The geometry in XYZ format:
```
19
Properties=species:S:1:pos:R:3
O 1.17 0.27 -4.70
C 1.41 0.55 -3.62
Sn 1.81 0.95 -1.01
C 1.83 3.20 -0.39
C 3.65 -0.23 -0.27
O 1.85 4.32 -0.13
O 4.45 -0.95 0.14
N -4.23 1.25 1.57
C -3.26 0.68 1.29
C -2.05 -0.08 0.97
C -1.96 -1.44 1.31
C -0.79 -2.13 0.98
C 0.24 -1.43 0.34
N 0.18 -0.10 0.07
C -0.99 0.58 0.34
H -2.78 -1.93 1.82
H -0.66 -3.19 1.20
H 1.17 -1.95 0.04
H -1.04 1.63 0.05
```

Its gap between HOMO and LUMO is 7.761 eV. The spin multiplicity is 1. The calculation puts the LUMO energy at -9.4 eV. For the highest occupied orbital energy, the calculation gives -17.2 eV. Its net charge is +2.